A structure of composition C35H43ClMgP2Si2 in a non-equilibrium geometry. Source: the OMol25 dataset; level of theory: ωB97M-V/def2-TZVPD.

Results
energy relative to the best compared isomer or geometry (same formula, charge and spin): 100.88 kcal per mole
E_tot: -89288.779 eV
Kohn-Sham gap (alpha / beta): 5.650 / 4.918 eV

CARTESIAN COORDINATES (ANGSTROEM)
C1 -1.69 -0.90 3.98
C2 -2.38 -0.48 2.80
C3 -2.50 -1.61 1.95
H1 -2.83 0.51 2.63
C4 -1.76 -2.69 2.53
C5 -1.23 -2.23 3.77
H2 -0.66 -2.82 4.49
H3 -1.56 -0.32 4.89
H4 -3.10 -1.66 1.04
H5 -1.61 -3.68 2.11
Mg1 -0.43 -1.22 1.55
Si1 2.32 1.62 -0.86
C6 0.60 2.65 -0.84
C7 0.58 4.01 -1.23
H6 1.53 4.52 -1.44
C8 -0.61 4.76 -1.40
H7 -0.57 5.80 -1.80
C9 -1.86 4.18 -1.08
H8 -2.79 4.75 -1.26
C10 -1.86 2.89 -0.53
H9 -2.82 2.43 -0.22
C11 -0.66 2.16 -0.41
H10 -0.73 1.12 -0.04
C12 -0.99 -1.06 -0.84
C13 -2.36 -1.23 -1.16
H11 -3.04 -0.39 -1.19
C14 -2.72 -2.52 -1.53
H12 -3.56 -2.67 -2.20
C15 -1.92 -3.61 -1.16
H13 -2.18 -4.61 -1.47
C16 -0.72 -3.45 -0.47
H14 -0.13 -4.28 -0.08
C17 -0.18 -2.15 -0.32
H15 0.85 -1.93 0.06
H16 1.94 0.34 -0.05
Si2 0.06 -0.74 -2.26
C18 0.35 -2.10 -3.56
C19 -0.34 -2.06 -4.80
H17 -0.92 -1.16 -5.09
C20 -0.32 -3.17 -5.65
H18 -0.87 -3.14 -6.59
C21 0.39 -4.32 -5.29
H19 0.31 -5.23 -5.89
C22 1.21 -4.31 -4.15
H20 1.81 -5.18 -3.91
C23 1.23 -3.18 -3.32
H21 1.91 -3.16 -2.45
C24 -0.41 0.75 -3.21
C25 -1.73 1.06 -3.54
H22 -2.55 0.42 -3.25
C26 -1.99 2.19 -4.32
H23 -3.03 2.46 -4.57
C27 -0.93 2.96 -4.81
H24 -1.14 3.83 -5.43
C28 0.39 2.65 -4.50
H25 1.22 3.28 -4.83
C29 0.64 1.51 -3.77
H26 1.69 1.20 -3.66
H27 3.43 1.31 -1.82
Cl1 3.60 2.87 0.17
C30 3.26 -1.95 2.54
P1 1.87 -0.93 3.23
C31 1.88 -1.49 4.99
C32 2.90 0.64 3.44
C33 2.04 1.89 3.32
P2 0.23 1.50 3.32
C34 -0.44 3.11 2.82
C35 0.00 1.71 5.16
H28 2.92 -2.99 2.42
H29 4.13 -1.90 3.22
H30 3.54 -1.53 1.55
H31 1.08 -1.00 5.57
H32 1.71 -2.58 5.02
H33 2.86 -1.25 5.44
H34 3.41 0.57 4.41
H35 3.66 0.63 2.65
H36 2.25 2.59 4.14
H37 2.26 2.40 2.37
H38 -1.54 3.04 2.79
H39 -0.14 3.87 3.56
H40 -0.08 3.39 1.82
H41 -1.05 1.54 5.41
H42 0.26 2.74 5.39
H43 0.63 1.02 5.73


A structure of composition C35H43ClN2OsSi2 in a non-equilibrium geometry. Source: the OMol25 dataset; level of theory: ωB97M-V/def2-TZVPD.

Results
energy relative to the best compared isomer or geometry (same formula, charge and spin): 1.31 kcal per mole
2S+1: 5
E_tot: -70697.358 eV
net charge: +2
Kohn-Sham gap (alpha / beta): 3.890 / 2.708 eV

CARTESIAN COORDINATES (ANGSTROEM)
C1 -1.64 -0.39 4.89
C2 -2.41 0.05 3.77
C3 -2.45 -1.01 2.82
H1 -2.93 1.00 3.67
C4 -1.69 -2.10 3.34
C5 -1.23 -1.72 4.63
H2 -0.72 -2.38 5.32
H3 -1.49 0.14 5.82
H4 -2.99 -1.01 1.88
H5 -1.55 -3.06 2.86
Os1 -0.49 -0.42 3.16
Si1 0.09 -0.19 0.84
C6 -0.82 1.28 0.03
C7 -0.12 1.99 -0.95
H6 0.85 1.62 -1.26
C8 -0.66 3.12 -1.55
H7 -0.10 3.63 -2.33
C9 -1.93 3.55 -1.16
H8 -2.36 4.44 -1.63
C10 -2.65 2.86 -0.18
H9 -3.64 3.19 0.13
C11 -2.10 1.71 0.41
H10 -2.67 1.14 1.15
C12 -0.61 -1.79 0.06
C13 -1.72 -1.71 -0.78
H11 -2.16 -0.74 -1.03
C14 -2.26 -2.89 -1.33
H12 -3.12 -2.82 -1.99
C15 -1.67 -4.12 -1.02
H13 -2.08 -5.03 -1.46
C16 -0.59 -4.20 -0.14
H14 -0.14 -5.16 0.11
C17 -0.04 -3.03 0.39
H15 0.83 -3.07 1.06
H16 1.53 -0.07 0.48
Si2 2.19 0.23 -4.34
C18 1.52 -1.40 -4.93
C19 0.62 -1.50 -6.00
H17 0.35 -0.61 -6.57
C20 0.06 -2.74 -6.32
H18 -0.65 -2.80 -7.14
C21 0.43 -3.89 -5.61
H19 -0.01 -4.85 -5.86
C22 1.41 -3.80 -4.61
H20 1.76 -4.70 -4.10
C23 1.97 -2.56 -4.28
H21 2.76 -2.50 -3.53
C24 1.09 1.58 -5.01
C25 -0.24 1.64 -4.56
H22 -0.63 0.88 -3.88
C26 -1.07 2.68 -4.99
H23 -2.08 2.74 -4.61
C27 -0.60 3.63 -5.91
H24 -1.25 4.45 -6.23
C28 0.70 3.51 -6.42
H25 1.05 4.22 -7.17
C29 1.54 2.49 -5.98
H26 2.55 2.37 -6.40
H27 3.62 0.42 -4.68
Cl1 2.37 0.21 -2.29
C30 0.35 2.76 2.80
N1 0.17 1.83 3.94
C31 -0.77 2.51 4.87
C32 1.48 1.62 4.65
C33 1.60 0.23 5.23
N2 1.53 -0.81 4.16
C34 2.64 -0.65 3.18
C35 1.72 -2.14 4.80
H28 1.09 2.35 2.09
H29 0.70 3.73 3.19
H30 -0.61 2.89 2.29
H31 -0.36 3.50 5.12
H32 -1.74 2.64 4.40
H33 -0.89 1.94 5.80
H34 2.32 1.84 3.97
H35 1.53 2.33 5.49
H36 2.57 0.14 5.73
H37 0.82 0.02 5.97
H38 3.59 -0.73 3.74
H39 2.58 -1.46 2.45
H40 2.59 0.31 2.66
H41 1.11 -2.22 5.70
H42 1.45 -2.93 4.09
H43 2.77 -2.24 5.11


A structure of composition C35H43ClP2Si2Sr in a non-equilibrium geometry. Source: the OMol25 dataset; level of theory: ωB97M-V/def2-TZVPD.

Results
energy relative to the best compared isomer or geometry (same formula, charge and spin): 62.84 kcal per mole
E_tot: -84681.594 eV
Kohn-Sham gap (alpha / beta): 3.345 / 3.346 eV

CARTESIAN COORDINATES (ANGSTROEM)
C1 -0.87 1.17 1.31
C2 0.35 1.86 1.08
C3 0.32 2.37 -0.24
H1 1.13 2.04 1.83
C4 -0.90 1.98 -0.84
C5 -1.64 1.24 0.12
H2 -2.66 0.87 0.00
H3 -1.22 0.78 2.27
H4 1.08 3.02 -0.71
H5 -1.24 2.26 -1.85
Sr1 0.59 -0.46 -0.55
Si1 3.02 -0.18 -3.26
C6 4.23 0.12 -1.90
C7 5.39 -0.67 -1.81
H6 5.55 -1.48 -2.53
C8 6.39 -0.38 -0.88
H7 7.35 -0.92 -0.94
C9 6.18 0.60 0.09
H8 6.95 0.80 0.83
C10 4.97 1.31 0.10
H9 4.78 2.06 0.87
C11 4.01 1.09 -0.89
H10 3.10 1.71 -0.91
C12 2.23 1.36 -3.86
C13 2.91 2.59 -3.76
H11 3.95 2.61 -3.43
C14 2.27 3.78 -4.12
H12 2.84 4.71 -4.09
C15 0.93 3.77 -4.51
H13 0.43 4.70 -4.76
C16 0.23 2.56 -4.57
H14 -0.82 2.53 -4.89
C17 0.87 1.36 -4.24
H15 0.33 0.41 -4.29
H16 1.92 -0.97 -2.61
Si2 5.02 -0.45 -5.64
C18 4.44 0.96 -6.67
C19 5.35 1.93 -7.16
H17 6.41 1.87 -6.90
C20 4.91 2.98 -7.97
H18 5.62 3.74 -8.31
C21 3.56 3.08 -8.33
H19 3.21 3.90 -8.96
C22 2.66 2.11 -7.87
H20 1.60 2.19 -8.13
C23 3.10 1.04 -7.09
H21 2.39 0.27 -6.78
C24 6.66 -0.02 -4.91
C25 6.79 1.15 -4.14
H22 5.92 1.77 -3.93
C26 8.03 1.51 -3.61
H23 8.09 2.37 -2.95
C27 9.18 0.76 -3.91
H24 10.15 1.06 -3.50
C28 9.07 -0.37 -4.73
H25 9.96 -0.95 -4.98
C29 7.82 -0.77 -5.21
H26 7.74 -1.66 -5.85
H27 5.24 -1.60 -6.57
Cl1 3.47 -1.76 -4.64
C30 1.72 -3.16 0.23
P1 1.88 -2.97 2.07
C31 1.37 -1.21 2.28
C32 0.35 -3.88 2.63
C33 -1.01 -3.19 2.66
P2 -1.56 -2.37 1.09
C34 -2.16 -3.83 0.16
C35 -3.17 -1.72 1.68
H28 0.68 -3.08 -0.17
H29 2.06 -4.18 -0.01
H30 2.40 -2.47 -0.31
H31 0.33 -1.00 1.97
H32 1.41 -0.97 3.35
H33 2.08 -0.52 1.78
H34 0.30 -4.81 2.04
H35 0.61 -4.16 3.67
H36 -1.80 -3.93 2.88
H37 -1.02 -2.41 3.44
H38 -2.85 -4.41 0.78
H39 -2.69 -3.47 -0.74
H40 -1.33 -4.47 -0.15
H41 -3.77 -2.54 2.08
H42 -3.01 -0.97 2.47
H43 -3.70 -1.25 0.84